[1]
A cluster of 3 separate species, C37H60NO6P in total in a non-equilibrium geometry, computed with ωB97M-V/def2-TZVPD.

* structure (SMILES): CCOC(=O)CCCP(CCOCCOc1ccc(C(C)(C)CC(C)(C)C)cc1)c1ccccn1.C1CCOC1.C1CCOC1
* maximum force: 0.0960 Eh/bohr
* E_tot: -62393.0818 eV
* HOMO: -8.04 eV

Structure (ORCA input):
```
! RIJCOSX wB97M-V def2-TZVPD def2/J DEFGRID3
* xyz 0 1
C -2.523 0.911 4.048
C -2.028 2.450 3.838
O -1.437 2.931 5.077
C -0.009 2.998 4.981
O 0.633 2.236 5.748
C 0.624 4.052 3.969
C 1.414 3.408 2.723
C 1.841 1.873 2.909
P 3.264 1.550 1.651
C 2.975 2.735 0.202
C 3.895 2.460 -1.085
O 3.282 3.167 -2.202
C 2.183 2.375 -2.756
C 0.852 3.225 -3.028
O -0.387 2.474 -2.908
C -0.303 1.215 -3.570
C -0.099 -0.049 -2.694
C 0.041 -1.430 -3.369
C -0.035 -1.667 -4.926
C 0.136 -3.177 -5.513
C -0.150 -3.119 -7.102
C 1.632 -3.610 -5.149
C -1.039 -4.040 -4.850
C -0.688 -5.534 -4.401
C -2.128 -6.240 -4.074
C 0.119 -5.625 -2.984
C -0.031 -6.462 -5.552
C -0.269 -0.408 -5.789
C -0.400 1.005 -5.105
C 3.136 -0.277 1.071
C 1.711 -0.791 0.750
C 1.589 -2.298 0.315
C 2.932 -3.112 0.224
C 4.229 -2.355 0.598
N 4.368 -0.990 0.990
H -2.371 0.355 3.057
H -3.649 0.879 4.297
H -1.923 0.434 4.891
H -2.999 3.057 3.690
H -1.364 2.549 2.916
H 1.300 4.825 4.469
H -0.263 4.644 3.520
H 2.399 4.008 2.619
H 0.817 3.604 1.769
H 2.302 1.661 3.936
H 0.975 1.167 2.649
H 1.860 2.759 -0.063
H 3.234 3.800 0.568
H 4.094 1.352 -1.299
H 4.928 2.958 -0.942
H 2.562 1.976 -3.765
H 2.046 1.479 -2.058
H 0.905 3.632 -4.109
H 0.797 4.079 -2.263
H -0.045 0.007 -1.554
H 0.181 -2.339 -2.691
H -1.252 -2.795 -7.246
H 0.468 -2.292 -7.623
H -0.017 -4.118 -7.634
H 2.325 -2.749 -5.493
H 1.953 -4.521 -5.787
H 1.837 -3.752 -4.036
H -1.551 -3.535 -3.943
H -1.881 -4.125 -5.643
H -2.686 -6.269 -5.084
H -2.747 -5.555 -3.375
H -2.008 -7.286 -3.630
H -0.197 -6.558 -2.395
H -0.160 -4.700 -2.360
H 1.260 -5.703 -3.161
H 1.029 -6.747 -5.191
H -0.046 -6.001 -6.593
H -0.608 -7.465 -5.582
H -0.346 -0.457 -6.920
H -0.559 1.901 -5.792
H 0.755 -0.159 0.807
H 0.596 -2.807 0.079
H 2.939 -4.210 -0.064
H 5.203 -2.970 0.545
C 0.825 6.106 9.064
C 0.665 5.422 7.724
C -0.530 6.150 7.140
O -0.502 7.483 7.666
C 0.455 7.539 8.732
H 1.826 6.012 9.489
H 0.108 5.691 9.780
H 1.552 5.604 7.107
H 0.514 4.344 7.796
H -1.470 5.685 7.454
H -0.507 6.185 6.047
H 1.325 8.100 8.373
H 0.026 8.070 9.584
C -4.234 -2.625 -0.218
C -5.083 -2.346 1.003
C -4.068 -1.766 1.968
O -3.077 -1.097 1.175
C -3.264 -1.459 -0.201
H -4.805 -2.690 -1.145
H -3.690 -3.566 -0.084
H -5.842 -1.594 0.763
H -5.590 -3.228 1.397
H -3.564 -2.555 2.537
H -4.514 -1.060 2.671
H -3.679 -0.591 -0.723
H -2.300 -1.708 -0.651
*
```

=====

[2]
The molecule C20H28N2O4, computed with ωB97M-V/def2-TZVPD.

* structure (SMILES): CC(C)[C@H](NC(=O)c1ccccc1)C(=O)OCC(=O)N1CCCCCC1
* ΔE to the lowest compared entry with this formula, charge and spin: 24.61 kcal per mole
* maximum force: 0.0122 Eh/bohr
* E_tot: -32366.3180 eV
* HOMO: -9.20 eV

Structure (ORCA input):
```
! RIJCOSX wB97M-V def2-TZVPD def2/J DEFGRID3
* xyz 0 1
C 1.631 3.763 1.762
C 0.719 3.527 0.562
C 1.344 4.095 -0.711
C 0.425 2.015 0.425
N 1.586 1.254 0.039
C 2.020 0.194 0.766
O 1.604 -0.051 1.882
C 3.077 -0.625 0.105
C 3.079 -0.870 -1.265
C 4.061 -1.670 -1.823
C 5.047 -2.224 -1.024
C 5.042 -1.994 0.342
C 4.056 -1.206 0.905
C -0.673 1.791 -0.605
O -0.466 1.595 -1.779
O -1.871 1.839 -0.042
C -3.032 1.690 -0.859
C -3.909 0.523 -0.375
O -5.005 0.768 0.094
N -3.435 -0.729 -0.513
C -2.161 -1.099 -1.089
C -1.092 -1.332 -0.013
C -1.020 -2.770 0.507
C -2.373 -3.475 0.665
C -3.512 -2.580 1.156
C -4.220 -1.821 0.031
H 1.160 3.418 2.678
H 1.853 4.822 1.862
H 2.567 3.223 1.635
H -0.241 4.022 0.741
H 2.357 3.721 -0.838
H 0.760 3.827 -1.589
H 1.390 5.179 -0.649
H 0.092 1.627 1.393
H 1.889 1.369 -0.916
H 2.300 -0.467 -1.899
H 4.055 -1.863 -2.886
H 5.814 -2.843 -1.466
H 5.804 -2.434 0.968
H 4.026 -1.025 1.969
H -2.739 1.579 -1.908
H -3.630 2.598 -0.739
H -1.828 -0.323 -1.778
H -2.308 -2.011 -1.674
H -0.114 -1.070 -0.418
H -1.289 -0.653 0.818
H -0.507 -2.742 1.470
H -0.403 -3.366 -0.168
H -2.238 -4.298 1.369
H -2.670 -3.922 -0.287
H -4.266 -3.207 1.637
H -3.146 -1.874 1.902
H -4.467 -2.515 -0.781
H -5.145 -1.380 0.407
*
```

=====

[3]
A structure of composition C25H24BrN4O3PtSSi in a non-equilibrium geometry, computed with ωB97M-V/def2-TZVPD.

* ΔE to the lowest compared entry with this formula, charge and spin: 26.32 kcal per mole
* maximum force: 0.0199 Eh/bohr
* E_tot: -130422.4233 eV
* HOMO (spin up / spin down): -4.36 / -4.36 eV

Structure (ORCA input):
```
! RIJCOSX wB97M-V def2-TZVPD def2/J DEFGRID3
* xyz -1 1
Pt 0.278 -0.048 -2.325
Br -0.040 -5.874 4.259
C 1.320 -4.557 4.117
C 1.820 -3.962 5.262
C 2.814 -3.005 5.146
C 3.300 -2.603 3.901
C 2.793 -3.239 2.760
C 1.814 -4.212 2.869
N 4.353 -1.658 3.949
N 4.752 -0.990 2.951
C 3.974 -0.607 1.875
C 4.723 -0.346 0.722
C 4.162 -0.154 -0.518
C 2.761 -0.173 -0.697
O 2.284 -0.120 -1.871
C 1.945 -0.223 0.533
N 0.622 -0.033 0.389
C -0.150 -0.024 1.445
C 0.354 -0.162 2.746
C 1.698 -0.354 2.915
C 2.551 -0.424 1.792
H 1.442 -4.247 6.235
H 3.233 -2.539 6.029
H 3.176 -2.992 1.780
H 1.429 -4.691 1.979
H 5.801 -0.379 0.837
H 4.774 -0.023 -1.400
H -1.212 0.125 1.269
H -0.311 -0.115 3.599
H 2.112 -0.433 3.910
C -1.648 5.313 -1.956
Si -3.171 4.271 -2.192
C -4.066 4.850 -3.735
C -4.297 4.543 -0.715
C -2.928 2.416 -2.369
C -4.073 1.625 -2.351
C -4.016 0.239 -2.473
C -2.780 -0.360 -2.603
N -1.671 0.378 -2.642
C -1.712 1.728 -2.536
S -0.097 2.369 -2.549
H -1.962 6.356 -1.842
H -0.968 5.238 -2.806
H -1.086 5.014 -1.071
H -4.300 5.917 -3.684
H -5.002 4.305 -3.880
H -3.444 4.682 -4.618
H -4.535 5.605 -0.607
H -3.808 4.211 0.204
H -5.240 3.999 -0.805
H -5.045 2.094 -2.226
H -4.910 -0.368 -2.446
H -2.623 -1.427 -2.682
C 1.103 -4.110 -1.796
O 1.229 -2.695 -1.871
C 0.107 -2.029 -2.303
O -0.879 -2.686 -2.586
H 2.071 -4.478 -1.462
H 0.854 -4.537 -2.768
H 0.325 -4.399 -1.088
*
```